Below is 2 unconnected molecules or ions with the total composition C4H10S in a non-equilibrium geometry, with properties calculated with ωB97M-V/def2-TZVPD.

Last columns: bonded neighbours and bond lengths (Å).
CARTESIAN COORDINATES (ANGSTROEM)
1 H 0.02253 1.01961 -3.27565  C10 1.094
2 H 0.84691 -3.36903 4.90262  C7 1.094
3 H -1.30536 1.18569 -1.13060  C9 1.083
4 H 0.70383 4.19329 -2.80285  S11 1.354
5 H 0.92046 1.82605 -1.94932  C10 1.084
6 H 1.46785 -2.27451 3.09446  C12 1.092
7 C 0.60792 -3.93081 3.99440  H2 1.094, C12 1.332, H14 1.082
8 H 0.08508 -3.05384 2.11393  C12 1.082
9 C -1.19390 2.01643 -1.81700  H3 1.083, C10 1.533, H13 1.105, H15 1.093
10 C 0.09285 1.90990 -2.64380  H1 1.094, H5 1.084, C9 1.533, S11 1.814
11 S 0.36338 3.30698 -3.76844  H4 1.354, C10 1.814
12 C 0.69653 -3.04189 3.00667  H6 1.092, C7 1.332, H8 1.082
13 H -1.24785 2.95939 -1.24423  C9 1.105
14 H 0.04019 -4.85032 3.94106  C7 1.082
15 H -2.10040 2.10307 -2.42126  C9 1.093

Properties
Energy relative to the best compared isomer or geometry (same formula, charge and spin) (eV): 1.700
Orbital gap (eV): 9.942
Max |F| (Eh/bohr): 0.036
Charge: 0
HOMO level (eV): -9.08
Spin multiplicity: 1
SMILES: C=C.CCS